[1]
{"formula": "C4H8N2O", "method": "ωB97M-V/def2-TZVPD", "species": ["N", "C", "O", "C", "N", "C", "C", "H", "H", "H", "H", "H", "H", "H", "H"], "positions_angstrom": [[1.691334, -1.138900, -1.115058], [1.717994, -0.139806, -0.172038], [2.544243, 0.746339, -0.102827], [0.504662, -0.244904, 0.746695], [-0.379476, 0.862160, 0.475694], [-1.765649, 0.776069, 0.859215], [-1.371993, 0.773523, -0.576897], [2.442338, -1.307120, -1.761996], [1.057898, -1.912946, -1.005621], [0.039065, -1.229811, 0.576339], [0.820561, -0.219815, 1.796205], [-2.162838, -0.159656, 1.262498], [-2.143865, 1.677495, 1.331255], [-1.522979, -0.156195, -1.135505], [-1.471298, 1.673567, -1.177956]], "forces_ev_per_angstrom": [[0.2, -0.2, -0.1], [0.1, 0.0, -0.1], [-0.3, -0.6, -0.2], [-0.1, -0.2, 0.1], [0.1, 0.0, 0.1], [-0.2, 0.1, 0.2], [-0.1, 0.1, -0.2], [0.2, 0.4, 0.1], [0.0, 0.2, 0.1], [-0.2, 0.1, 0.1], [0.0, 0.2, -0.2], [0.2, 0.1, -0.1], [-0.1, -0.1, -0.1], [0.2, 0.1, 0.3], [0.0, -0.1, 0.1]], "lumo_energy_ev": 0.86, "max_force_ev_per_a": 0.70, "e_tot_ev": -9304.40148, "de_lowest_kj_mol": 192.17, "mol_weight_g_mol": 100.121, "homo_ev": -9.31, "smiles": "NC(=O)CN1CC1", "spin_multiplicity": 1, "gap_ev": 10.163}


[2]
{"formula": "C3H4N2O", "method": "ωB97M-V/def2-TZVPD", "species": ["O", "C", "N", "N", "C", "C", "H", "H", "H", "H"], "positions_angstrom": [[-1.739644, 1.596040, -0.362628], [-0.756110, 0.706253, -0.098539], [0.021622, 0.274508, -1.093886], [0.889403, -0.559530, -0.563063], [0.641859, -0.681600, 0.837206], [-0.453224, 0.217982, 1.208581], [-1.699803, 1.789686, -1.311426], [1.552342, -1.037809, -1.151042], [1.525290, -0.743467, 1.452362], [0.018265, -1.562064, 1.082435]], "forces_ev_per_angstrom": [[0.0, 0.0, -0.4], [0.0, -0.1, 0.2], [-0.1, -0.2, 0.5], [-0.1, 0.2, -0.2], [-0.2, -0.1, 0.4], [0.3, 0.5, -0.6], [-0.1, 0.0, 0.2], [-0.1, 0.1, 0.1], [0.2, 0.0, 0.2], [0.0, -0.5, -0.3]], "lumo_energy_ev": [-0.25, -0.25], "max_force_ev_per_a": 0.83, "e_tot_ev": -8199.47438, "de_lowest_kj_mol": 425.60, "mol_weight_g_mol": 84.078, "homo_ev": [-8.81, -8.81], "spin_multiplicity": 1, "gap_ev": [8.556, 8.556]}


[3]
{"formula": "C9H12S", "method": "ωB97M-V/def2-TZVPD", "species": ["C", "C", "C", "C", "C", "C", "C", "C", "C", "S", "H", "H", "H", "H", "H", "H", "H", "H", "H", "H", "H", "H"], "positions_angstrom": [[1.138189, -1.499048, 1.375552], [1.027979, -0.454172, 0.450355], [-1.371802, -1.438959, -0.762403], [-0.198583, -1.157581, -1.697590], [-1.488853, -0.118843, 0.121305], [2.204116, -0.387834, 1.356806], [0.680498, -0.141430, -1.009019], [-0.095030, 0.486920, 0.112398], [0.048420, 1.961403, 0.482314], [2.226496, 0.783315, 2.875238], [-2.155817, -1.645582, -1.479316], [-1.209686, -2.335855, -0.081384], [0.248479, -2.187177, -1.949129], [-0.416761, -0.766504, -2.672542], [-1.977634, 0.635042, -0.489550], [-1.975349, -0.193220, 1.152852], [3.138859, -0.555393, 1.067084], [1.409403, 0.602521, -1.483339], [1.069171, 2.211791, 0.907083], [-0.914656, 2.298665, 1.088019], [0.009949, 2.443799, -0.470973], [2.238897, -0.215692, 3.728962]], "forces_ev_per_angstrom": [[0.1, -0.1, 0.2], [1.6, 0.2, 0.4], [0.2, 0.3, 1.2], [1.9, -2.1, 0.0], [-0.2, -0.5, -0.2], [-4.4, 1.7, 2.0], [0.8, 1.4, 0.7], [-0.3, -0.2, 0.3], [-0.8, -0.2, 0.9], [-0.2, -0.7, -1.7], [-1.0, 0.0, 0.6], [0.0, 1.1, -1.1], [0.1, 1.6, 0.5], [-0.8, 0.4, -0.4], [-0.9, 0.0, 0.1], [0.7, -0.1, -1.5], [3.7, -0.9, -1.4], [-0.9, -1.6, 0.3], [-1.6, -0.3, 0.0], [2.5, -0.5, -0.9], [-0.2, 0.8, -0.6], [0.0, -0.5, 0.6]], "lumo_energy_ev": -0.45, "max_force_ev_per_a": 5.11, "e_tot_ev": -20356.72564, "de_lowest_kj_mol": 378.23, "mol_weight_g_mol": 152.262, "homo_ev": -8.67, "spin_multiplicity": 1, "gap_ev": 8.221}